a) {"formula": "C4H4O4", "method": "ωB97M-V/def2-TZVPD", "symbols": ["O", "C", "O", "C", "O", "C", "C", "O", "H", "H", "H", "H"], "coordinates": [[3.254, 0.021, -0.193], [2.330, -0.588, 0.391], [0.814, -0.559, -0.043], [0.199, 0.695, 0.009], [0.679, 1.806, 0.154], [-1.246, 0.681, -0.069], [-1.634, -0.573, -0.614], [-1.818, -0.380, 0.873], [2.618, -1.114, 1.319], [-1.669, 1.652, 0.087], [-0.754, -0.976, -1.068], [-2.772, -0.665, -0.846]], "mulliken_charge": [-0.37, 0.16, -0.35, 0.29, -0.52, 0.23, -0.48, -0.40, 0.37, 0.44, 0.36, 0.27], "smiles": "O=COC(=O)[C@H]1CO1", "charge": 0, "e_lumo_ev": -0.08, "homo_ev": -10.494}

b) {"formula": "C4H4O4", "method": "ωB97M-V/def2-TZVPD", "symbols": ["C", "C", "C", "O", "O", "C", "O", "O", "H", "H", "H", "H"], "coordinates": [[-0.220, -1.361, 0.708], [0.905, 0.249, -0.453], [-0.174, -0.017, 0.565], [1.527, 1.420, -0.168], [-0.310, 0.826, 1.613], [-1.929, 0.213, -0.971], [1.075, -0.324, -1.502], [-2.211, -0.611, -1.698], [2.000, 1.728, -0.956], [0.054, 1.688, 1.370], [-0.618, -1.780, 1.615], [-0.099, -2.030, -0.124]], "mulliken_charge": [-0.83, 0.69, 0.50, -0.53, -0.54, 0.17, -0.54, -0.17, 0.36, 0.33, 0.28, 0.28], "charge": 0, "e_lumo_ev": 0.16, "homo_ev": -9.345}

c) {"formula": "C4H4O4", "method": "ωB97M-V/def2-TZVPD", "symbols": ["C", "C", "C", "O", "O", "C", "O", "O", "H", "H", "H", "H"], "coordinates": [[0.013, 1.697, -0.148], [-0.100, 0.302, -0.072], [-1.519, -0.221, 0.179], [-2.431, 0.397, 0.727], [-1.575, -1.506, -0.419], [1.426, -0.240, 0.144], [2.387, 0.531, 0.126], [1.678, -1.571, 0.433], [-0.972, 2.060, -0.475], [0.827, 2.420, -0.269], [-2.415, -2.002, -0.258], [2.680, -1.868, 0.031]], "mulliken_charge": [-0.63, 0.17, 0.50, -0.51, -0.45, 0.65, -0.54, -0.52, 0.25, 0.31, 0.35, 0.41], "smiles": "C=C(C(=O)O)C(=O)O", "charge": 0, "e_lumo_ev": -0.34, "homo_ev": -10.584}

d) {"formula": "C4H4O4", "method": "ωB97M-V/def2-TZVPD", "symbols": ["O", "C", "O", "C", "C", "O", "C", "O", "H", "H", "H", "H"], "coordinates": [[1.758, 2.165, 0.021], [0.992, 1.215, 0.093], [-0.002, 1.033, 1.020], [-0.197, -0.493, 0.916], [-1.237, -0.428, -0.113], [-0.400, -0.138, -1.330], [0.873, -0.029, -0.882], [0.977, -0.807, 0.301], [-0.570, -0.878, 1.764], [-2.031, 0.295, 0.039], [-1.601, -1.518, -0.151], [1.438, -0.417, -1.679]], "mulliken_charge": [-0.56, 0.36, -0.39, 0.00, -0.41, -0.41, 0.22, -0.48, 0.61, 0.34, 0.27, 0.45], "smiles": "O=C1O[C@H]2CO[C@@H]1O2", "charge": 0, "e_lumo_ev": 0.65, "homo_ev": -9.871}

Quick one: least stable of them? a)